A 4-piece molecular cluster, C18H40ClN2O3S overall, computed with the ωB97M-V functional and the def2-TZVPD basis.

Positions of all 65 atoms, in Å:
S: -5.79 -1.33 -2.17
C: -4.50 -0.07 -2.21
C: -3.34 -0.37 -3.15
C: -2.49 -1.60 -2.77
C: -2.14 -1.69 -1.33
N: -2.45 -2.77 -0.52
C: -2.04 -2.57 0.73
N: -1.45 -1.38 0.76
C: -1.53 -0.81 -0.49
Cl: -0.94 0.74 -0.77
H: -5.12 -2.28 -1.52
H: -5.02 0.82 -2.57
H: -4.17 0.17 -1.19
H: -3.74 -0.55 -4.15
H: -2.69 0.51 -3.21
H: -1.56 -1.59 -3.35
H: -3.02 -2.51 -3.05
H: -2.92 -3.59 -0.85
H: -2.15 -3.26 1.55
H: -1.02 -0.96 1.57
C: 3.74 0.99 3.98
C: 2.46 0.18 4.00
O: 1.43 0.69 3.15
C: 1.74 0.76 1.78
C: 2.03 -0.59 1.13
H: 3.54 2.03 4.23
H: 4.44 0.58 4.71
H: 4.23 0.96 3.00
H: 2.02 0.20 5.00
H: 2.66 -0.87 3.77
H: 2.58 1.45 1.59
H: 0.86 1.21 1.32
H: 2.93 -1.05 1.53
H: 2.18 -0.47 0.06
H: 1.20 -1.28 1.30
C: 4.60 -2.96 -3.77
C: 4.91 -2.20 -2.50
O: 3.84 -2.15 -1.57
C: 3.40 -3.41 -1.08
C: 4.46 -4.21 -0.36
H: 3.71 -2.56 -4.26
H: 5.44 -2.88 -4.47
H: 4.43 -4.02 -3.58
H: 5.11 -1.15 -2.74
H: 5.82 -2.59 -2.03
H: 2.95 -4.00 -1.89
H: 2.59 -3.16 -0.39
H: 5.27 -4.51 -1.02
H: 4.02 -5.12 0.05
H: 4.89 -3.64 0.46
C: -4.22 6.03 1.01
C: -4.32 4.55 1.30
O: -3.56 3.73 0.42
C: -2.16 3.96 0.43
C: -1.49 3.70 1.76
H: -4.50 6.25 -0.02
H: -4.89 6.58 1.67
H: -3.21 6.42 1.18
H: -5.35 4.21 1.15
H: -4.07 4.34 2.34
H: -1.92 4.96 0.06
H: -1.78 3.25 -0.31
H: -1.82 4.41 2.53
H: -0.41 3.81 1.66
H: -1.70 2.69 2.12

Computed properties:
* charge: +1
* Kohn-Sham gap: 8.8 eV



C6H10O as an isolated structure at a distorted geometry, computed with the ωB97M-V functional and the def2-TZVPD basis.

Positions of all 17 atoms, in Å:
C: -0.64 1.11 -0.35
C: 0.25 0.50 0.62
O: -0.01 0.49 1.82
C: 1.42 -0.27 0.04
C: 0.92 -1.62 -0.40
C: -0.40 -1.71 -0.54
C: -1.28 -0.47 -0.35
H: -1.42 1.80 0.01
H: -0.24 1.47 -1.31
H: 0.26 2.76 0.96
H: 0.22 2.30 1.55
H: 1.87 0.27 -0.79
H: 2.12 -0.33 0.87
H: 1.62 -2.44 -0.60
H: -0.89 -2.65 -0.81
H: -1.88 -0.60 0.57
H: -1.90 -0.35 -1.20

Computed properties:
* Kohn-Sham gap: 10.3 eV
* energy relative to the best compared isomer or geometry (same formula, charge and spin): 64.4 kcal per mole



A 2-piece molecular cluster, C4H11NO overall at a distorted geometry, computed with the ωB97M-V functional and the def2-TZVPD basis.

Positions of all 17 atoms, in Å:
C: -2.95 -2.55 1.20
C: -1.93 -1.54 0.65
N: -0.71 -0.99 1.31
H: -3.29 -2.32 2.21
H: -2.30 -3.45 1.60
H: -3.74 -3.02 0.55
H: -2.71 -0.66 0.48
H: -1.69 -1.66 -0.40
H: -1.02 -0.16 1.85
H: 0.05 -0.69 0.66
O: 1.53 1.72 -2.27
C: 2.32 2.60 -2.03
C: 3.33 2.38 -1.02
H: 2.31 3.46 -2.55
H: 3.27 1.32 -0.90
H: 4.45 2.66 -1.24
H: 3.07 2.92 -0.11

Computed properties:
* Kohn-Sham gap: 9.8 eV
* SMILES: CC=O.CCN
* energy relative to the best compared isomer or geometry (same formula, charge and spin): 66.9 kcal per mole



no.,LUMO (eV)
1,-3.0
2,0.9
3,0.9